No. 1
DFT (the ωB97M-V functional and the def2-TZVPD basis) results for one molecule with the formula C21H24N6O4.

Output
ΔE to the lowest compared entry with this formula, charge and spin ... 2.201 eV
Orbital gap ... 8.64 eV
E_LUMO ... 0.66 eV
Net charge ... 0
2S+1 ... 1

Last column: natural (NBO) charge in e.
Cartesian coordinates (Å):
C  7.496  -0.275  -2.454  -0.64
C  7.113  0.033  -1.009  -0.06
O  6.532  -1.074  -0.351  -0.49
C  5.245  -1.427  -0.619  0.28
C  4.357  -0.718  -1.423  -0.25
C  3.064  -1.177  -1.597  -0.22
C  2.630  -2.344  -0.980  0.11
N  1.309  -2.752  -1.214  -0.61
C  0.628  -3.769  -0.653  0.67
O  1.034  -4.567  0.163  -0.61
C  -0.820  -3.846  -1.193  -0.31
N  -1.471  -2.570  -1.158  -0.20
N  -1.120  -1.590  -2.028  -0.12
N  -1.801  -0.544  -1.774  -0.19
C  -2.622  -0.782  -0.731  -0.13
C  -3.535  0.171  -0.101  0.67
O  -4.159  -0.125  0.913  -0.67
N  -3.624  1.350  -0.743  -0.59
C  -4.377  2.472  -0.224  -0.25
C  -3.571  3.266  0.776  -0.11
C  -2.328  3.783  0.434  -0.19
C  -1.559  4.459  1.363  -0.22
C  -2.030  4.625  2.655  -0.20
C  -3.267  4.122  3.010  -0.28
C  -4.045  3.444  2.077  0.38
O  -5.305  2.994  2.400  -0.54
C  -5.340  1.916  3.319  -0.26
C  -2.407  -2.100  -0.304  0.39
N  -3.049  -2.786  0.665  -0.80
C  3.515  -3.055  -0.173  -0.21
C  4.802  -2.597  0.001  -0.24
H  7.985  0.588  -2.896  0.21
H  8.179  -1.121  -2.481  0.22
H  6.618  -0.526  -3.045  0.21
H  8.013  0.251  -0.427  0.19
H  6.451  0.907  -0.958  0.17
H  4.651  0.194  -1.917  0.21
H  2.381  -0.618  -2.221  0.21
H  0.779  -2.148  -1.843  0.43
H  -1.383  -4.568  -0.599  0.24
H  -0.780  -4.190  -2.231  0.24
H  -2.987  1.495  -1.511  0.41
H  -5.266  2.078  0.275  0.25
H  -4.684  3.102  -1.062  0.21
H  -1.958  3.649  -0.573  0.20
H  -0.595  4.854  1.082  0.21
H  -1.435  5.152  3.386  0.21
H  -3.645  4.259  4.012  0.22
H  -4.795  2.148  4.239  0.17
H  -4.919  1.015  2.863  0.20
H  -6.391  1.754  3.550  0.19
H  -2.566  -3.535  1.134  0.40
H  -3.629  -2.181  1.237  0.44
H  3.188  -3.959  0.313  0.25
H  5.497  -3.137  0.624  0.23


No. 2
DFT (the ωB97M-V functional and the def2-TZVPD basis) results for C44H31BrClF4O5P2S5SbW as an isolated structure.

Output
Orbital gap (alpha / beta) ... 5.49 / 6.20 eV
E_LUMO (alpha / beta) ... 3.78 / 3.57 eV
Net charge ... -2
2S+1 ... 3

Last column: Löwdin spin population.
Cartesian coordinates (Å):
W  -0.099  -0.135  0.409  1.15
S  1.256  -4.532  -0.737  -0.02
Sb  -0.193  -2.907  -0.082  0.08
S  -0.100  -1.194  -1.763  0.18
S  1.656  -1.327  1.338  0.37
S  -2.306  -3.714  0.148  0.08
O  -1.257  2.324  -3.038  0.00
S  -1.454  2.496  -1.614  0.00
O  -1.075  3.775  -1.067  0.00
O  -0.867  1.363  -0.874  0.01
C  -3.224  2.404  -1.411  0.00
C  -3.853  3.548  -1.927  0.00
C  -5.223  3.620  -2.017  0.00
C  -5.995  2.534  -1.612  0.00
C  -5.372  1.420  -1.098  0.00
C  -3.978  1.327  -0.964  0.00
P  -3.304  -0.250  -0.223  0.01
C  -4.386  -0.347  1.265  0.00
C  -4.858  0.807  1.892  0.00
C  -5.537  0.733  3.100  0.00
C  -5.757  -0.495  3.709  0.00
C  -5.281  -1.648  3.103  0.00
C  -4.594  -1.574  1.900  0.00
C  -4.120  -1.319  -1.480  0.00
C  -3.583  -1.245  -2.764  0.00
C  -4.125  -1.992  -3.798  0.00
C  -5.217  -2.819  -3.568  0.00
C  -5.763  -2.887  -2.295  0.00
C  -5.215  -2.144  -1.258  0.00
H  -3.236  4.376  -2.249  0.00
H  -5.693  4.513  -2.412  0.00
H  -7.074  2.558  -1.705  0.00
H  -5.978  0.580  -0.778  0.00
H  -4.664  1.777  1.458  0.00
H  -5.878  1.646  3.573  0.00
H  -6.277  -0.550  4.658  0.00
H  -5.417  -2.613  3.576  0.00
H  -4.182  -2.475  1.460  0.00
H  -2.725  -0.608  -2.953  0.00
H  -3.687  -1.930  -4.786  0.00
H  -5.636  -3.409  -4.374  0.00
H  -6.614  -3.530  -2.101  0.00
H  -5.645  -2.222  -0.268  0.00
F  7.375  1.171  2.706  0.00
C  6.175  1.345  2.119  0.00
C  6.080  1.942  0.886  0.00
F  7.177  2.419  0.274  0.00
C  4.831  2.064  0.283  0.00
F  4.870  2.734  -0.882  0.00
C  3.648  1.593  0.844  0.00
P  2.230  1.145  -0.378  0.03
C  3.207  0.155  -1.630  0.01
C  3.174  -1.238  -1.576  0.00
C  3.879  -2.008  -2.491  0.00
C  4.650  -1.406  -3.468  0.00
C  4.701  -0.019  -3.535  0.00
C  3.983  0.748  -2.630  0.00
C  2.031  2.766  -1.188  0.00
C  2.077  3.914  -0.396  0.00
C  1.913  5.164  -0.961  0.00
C  1.686  5.283  -2.328  0.00
C  1.594  4.146  -3.110  0.00
C  1.752  2.888  -2.542  0.00
C  3.766  1.159  2.174  0.01
Br  2.337  1.044  3.363  0.02
C  5.008  1.007  2.781  0.00
F  5.130  0.575  4.046  0.00
H  2.604  -1.749  -0.814  0.00
H  3.791  -3.085  -2.423  0.00
H  5.200  -2.007  -4.184  0.00
H  5.290  0.475  -4.298  0.00
H  4.011  1.819  -2.742  0.00
H  2.236  3.823  0.673  0.00
H  1.941  6.046  -0.333  0.00
H  1.557  6.262  -2.774  0.00
H  1.374  4.225  -4.167  0.00
H  1.637  2.006  -3.158  0.00
Cl  -0.265  -3.431  3.256  0.00
C  -0.139  -1.905  4.086  0.00
C  0.439  -1.932  5.350  0.00
C  0.497  -0.780  6.115  0.00
C  -0.044  0.394  5.604  0.00
C  -0.608  0.396  4.338  0.00
C  -0.662  -0.747  3.525  0.00
C  -1.310  -0.643  2.193  0.00
H  0.832  -2.867  5.722  0.00
H  0.947  -0.804  7.100  0.00
H  -0.022  1.309  6.184  0.00
H  -1.029  1.308  3.939  0.00
H  -1.988  0.212  2.213  0.00
H  -1.908  -1.535  1.982  0.01
O  -2.280  2.257  1.613  0.00
C  -1.092  2.502  1.747  0.00
O  -0.076  1.759  1.524  0.02
H  -0.798  3.494  2.157  0.00


No. 3
DFT (the ωB97M-V functional and the def2-TZVPD basis) results for C27H19Co2N2O7 as an isolated structure.

Output
ΔE to the lowest compared entry with this formula, charge and spin ... 3.144 eV
Orbital gap ... 2.31 eV
E_LUMO ... 1.27 eV
Net charge ... -1
2S+1 ... 1

Last column: natural (NBO) charge in e.
Cartesian coordinates (Å):
H  -0.383  -1.352  -0.231  0.27
C  1.342  1.769  -1.283  -0.56
H  0.968  1.566  -2.287  0.17
C  0.426  2.182  -0.295  -0.20
C  0.868  2.551  0.968  -0.19
N  2.095  2.135  1.387  -0.44
C  2.586  2.471  2.681  0.24
C  1.702  2.841  3.710  -0.32
C  2.215  3.305  4.932  -0.19
C  3.604  3.407  5.130  -0.31
C  4.469  3.052  4.082  -0.20
C  3.958  2.598  2.868  -0.31
C  2.922  1.472  0.505  -0.03
C  2.613  1.334  -0.834  -0.17
C  3.466  0.344  -1.583  0.68
N  2.996  -0.096  -2.800  -0.85
O  4.464  -0.141  -1.057  -0.65
H  -0.628  2.330  -0.536  0.19
H  0.182  2.940  1.733  0.19
H  0.617  2.787  3.594  0.21
H  1.519  3.592  5.734  0.20
H  3.997  3.760  6.094  0.20
H  5.543  3.143  4.226  0.20
H  4.628  2.380  2.044  0.22
H  3.699  0.886  0.995  0.22
H  2.234  0.343  -3.263  0.39
H  3.686  -0.506  -3.401  0.38
O  -3.202  2.232  -4.034  -0.49
C  -3.508  1.774  -3.012  0.58
Co  -4.025  1.005  -1.452  -0.07
C  -3.366  1.736  0.031  0.48
O  -3.059  2.222  1.039  -0.49
C  -5.292  2.221  -1.598  0.56
O  -6.096  3.045  -1.688  -0.49
C  -2.932  -0.564  -2.118  -0.52
C  -2.003  -1.160  -1.354  0.13
C  -0.593  -1.479  -1.283  -0.56
C  -0.262  -2.968  -1.379  0.03
C  0.786  -3.465  -2.154  -0.22
C  1.071  -4.826  -2.080  -0.20
C  0.373  -5.664  -1.194  -0.22
C  -0.571  -5.106  -0.321  -0.21
C  -0.843  -3.751  -0.382  -0.22
Co  -3.634  -1.240  -0.589  -0.05
C  -5.187  -0.229  -0.350  0.41
O  -6.284  -0.250  0.087  -0.55
C  -4.411  -2.813  -0.821  0.61
O  -4.958  -3.821  -1.012  -0.49
C  -3.202  -1.353  1.123  0.58
O  -2.993  -1.486  2.254  -0.48
H  -3.050  -0.622  -3.204  0.22
H  0.030  -0.875  -1.953  0.25
H  1.428  -2.745  -2.654  0.23
H  1.891  -5.239  -2.667  0.21
H  0.542  -6.747  -1.199  0.21
H  -1.060  -5.702  0.441  0.21
H  -1.377  -3.220  0.412  0.21


F_max (eV/A)
1.2 1.6 4.7